The following is a DFT calculation (wB97M-V/def2-TZVPD) of a structure of composition C30H20CrF6N2O9PS3.

CARTESIAN COORDINATES (ANGSTROEM)
H (0.80750, 5.99266, -2.09470)
H (1.75383, -2.18771, -1.78805)
O (-1.03238, -4.12670, 2.29063)
H (3.30084, 1.41837, -0.10943)
H (0.04410, -1.09260, -6.82022)
O (-1.94494, -1.65878, -1.71793)
C (-0.29803, 4.32394, -1.33773)
N (-2.59319, 0.35812, 1.74058)
H (-1.29974, 1.44766, 5.97235)
H (2.29470, -0.63735, -5.89340)
O (-0.12497, -0.19406, -0.27906)
C (0.79279, 4.92288, -1.94630)
S (-2.22829, -0.48726, -2.56025)
C (0.26768, 2.19273, 3.06721)
C (2.54608, -1.67328, -1.26396)
F (-0.76813, -1.75058, 4.13802)
C (-1.10604, 1.51623, 4.91413)
C (1.85650, 4.14398, -2.37504)
C (3.41649, 0.36917, -0.33072)
F (-1.81304, -4.60076, -0.66386)
C (4.66619, -1.67528, -0.16058)
C (4.54598, -0.31745, 0.08101)
S (0.53676, -0.91011, 1.99255)
H (-1.13974, 4.92344, -1.02634)
H (0.77341, 2.47988, 5.13592)
O (-5.81774, -0.93598, 1.32983)
C (-2.05207, 0.97159, 4.02268)
H (-3.47435, 0.37270, 5.52274)
O (-4.01251, -0.80736, 0.01005)
C (1.56823, -0.26836, -3.92003)
C (-0.65317, -4.09163, -0.27482)
F (-0.14168, -3.37067, -1.27186)
F (0.98045, -0.63728, 4.73083)
H (2.55550, -0.11658, -3.50906)
C (1.84252, 2.77611, -2.16792)
C (-0.32377, 2.95324, -1.13919)
C (-0.95018, -0.76523, -4.95274)
C (-3.25819, 0.39743, 4.46551)
O (1.84749, -0.30316, 1.86985)
Cr (-2.12899, -0.56063, -0.01560)
H (-1.94688, -0.98122, -5.30574)
C (-3.74852, -0.11461, 2.19236)
H (-5.10202, -0.49681, 3.79331)
H (-0.43864, 1.69218, 1.11606)
O (-2.16669, 0.69297, -1.64702)
C (3.67175, -2.35422, -0.84556)
C (-1.77158, 0.98385, 2.62591)
C (-4.65171, -0.69053, 1.11177)
C (-4.13533, -0.09502, 3.53578)
C (0.16073, -0.83265, -5.78011)
C (-0.79691, -0.41020, -3.62424)
C (0.45642, -0.18368, -3.08103)
H (-1.19845, 2.48247, -0.71696)
C (-0.61563, 1.64650, 2.17507)
H (1.15114, 2.69554, 2.70656)
P (0.76975, 0.35782, -1.36080)
O (-3.38240, -0.52936, -3.39099)
H (2.69344, 4.60564, -2.87774)
N (0.61530, -2.42094, 1.38558)
O (-1.87021, -2.13673, 1.20023)
C (0.75965, 2.17500, -1.53089)
C (1.42151, -0.58080, -5.25925)
F (0.19475, -5.10279, -0.06331)
H (5.32093, 0.20069, 0.62305)
C (0.03782, 2.09787, 4.44665)
C (2.41394, -0.31268, -1.00060)
F (1.19599, -2.66984, 4.06665)
H (3.76167, -3.41423, -1.03332)
H (2.67374, 2.17066, -2.49729)
S (-0.77321, -3.11120, 1.32914)
H (5.52817, -2.21179, 0.20282)
C (0.53555, -1.54324, 3.83881)

Values from the calculation:
multiplicity = 2
HOMO (spin up / spin down) = -8.669 / -8.662 eV
ΔE to the lowest compared entry with this formula, charge and spin = 0.0 kcal/mol
HOMO-LUMO gap (spin up / spin down) = 7.00 / 7.56 eV
lowest unoccupied orbital energy (spin up / spin down) = -1.7 / -1.1 eV
E = -5121.54624 Ha



The following is a DFT calculation (wB97M-V/def2-TZVPD) of a structure of composition C30H20N3O4SSeW.

CARTESIAN COORDINATES (ANGSTROEM)
H (-0.95092, 1.33633, -3.52810)
C (0.15944, -2.31346, 4.56154)
C (-3.16290, 3.12351, -1.63866)
H (-2.45889, -1.92290, 0.80047)
H (-4.45022, -1.73317, -4.97358)
H (-1.94032, -7.97271, 1.72136)
H (-4.75981, -3.79685, -6.29893)
H (-2.47243, -5.99278, -3.43567)
C (-2.41366, 2.73674, -2.72480)
H (-3.90374, -5.84807, -1.41838)
C (-3.29470, -3.14944, 2.31129)
C (-2.15316, 1.24743, -0.54329)
H (-3.84246, -7.72196, 0.16154)
H (1.76394, -0.24804, 2.46520)
C (-1.15057, -2.00886, 2.51596)
H (-0.13542, -4.45616, 0.09205)
C (-1.55631, 1.62418, -2.67927)
C (-2.00829, -3.92540, -1.74190)
N (-3.62755, 2.51989, 0.71766)
C (-3.65179, -5.02372, -4.93328)
W (-0.11945, -0.12184, 0.08165)
C (1.11800, -1.47786, 4.06965)
C (-3.29755, -2.69996, -3.45621)
H (0.27354, -2.77279, 5.53609)
H (-3.15150, -1.80075, -2.87008)
H (-1.86824, -3.88070, 5.29256)
C (-1.95909, -7.14977, 1.01918)
O (2.68091, 2.41826, 0.17416)
C (-3.13599, -3.71752, 3.58695)
C (-0.94144, -5.17750, 0.10834)
C (-2.33090, -2.32734, 1.79121)
C (-3.04600, -5.97674, -0.77386)
H (-3.81366, 3.98705, -1.66558)
O (1.86727, 0.03369, 0.25377)
H (-3.77277, -5.92413, -5.52041)
H (-0.10301, -6.31361, 1.70645)
C (-3.02292, -7.01642, 0.13516)
H (-2.46982, 3.30834, -3.64033)
C (-0.67079, -1.84875, -0.91874)
H (-3.90377, -4.36655, 3.98750)
C (-4.02208, -2.66553, -4.63020)
C (-1.29682, -2.81199, -1.38747)
C (-3.03809, 2.35546, -0.45997)
S (1.62869, 1.52479, -0.08871)
C (-2.94139, -5.07017, -3.74853)
C (0.97116, -0.90075, 2.79728)
H (2.00622, -1.25982, 4.64741)
N (-1.44092, 0.85940, -1.60420)
H (-4.18529, -3.37584, 1.73716)
C (-2.00931, -3.44692, 4.30977)
C (-1.99381, -5.04739, -0.81668)
O (1.06718, 1.37708, -1.43960)
Se (-3.04425, 1.27997, 1.82182)
C (-1.00106, -2.59324, 3.80216)
C (-0.92417, -6.22128, 1.00813)
O (0.35484, 1.69979, 0.75656)
N (-2.00799, 0.48914, 0.55989)
C (-2.76657, -3.90841, -2.98380)
C (-4.20283, -3.82774, -5.37214)
C (-0.12743, -1.13882, 1.97829)

Values from the calculation:
total charge = +1
HOMO (spin up / spin down) = -10.351 / -10.406 eV
ΔE to the lowest compared entry with this formula, charge and spin = 32.0 kcal/mol
HOMO-LUMO gap (spin up / spin down) = 4.98 / 5.06 eV
lowest unoccupied orbital energy (spin up / spin down) = -5.4 / -5.3 eV
E = -4486.79008 Ha



The following is a DFT calculation (wB97M-V/def2-TZVPD) of a structure of composition C30H22BrF12N2O5Re.

CARTESIAN COORDINATES (ANGSTROEM)
C (-1.44806, 2.37667, -0.56223)
F (-1.18429, 4.54602, 0.40932)
H (4.62754, 1.70406, -1.61901)
C (2.29320, -2.19148, 2.79695)
F (3.43191, 1.67317, 4.18224)
H (3.51304, 0.42341, 0.19543)
N (4.35072, 4.18714, -0.64994)
F (-1.36044, 2.84637, 1.72413)
H (3.97037, -4.39740, 2.68053)
H (0.27898, -3.02341, -5.46530)
C (2.16980, -3.38823, 2.09477)
H (-1.49430, -1.80689, 1.84586)
H (2.52434, -4.94757, 3.51887)
C (-1.99249, 0.95945, -0.22690)
C (3.50072, 3.20332, -0.57082)
Re (1.29609, 1.69684, 0.46800)
H (-6.00300, -0.01723, -0.62645)
O (2.49929, 3.31017, 0.23193)
O (1.95991, 1.30421, 2.10392)
F (-2.25859, 4.20058, -1.88076)
C (2.88040, 0.84291, -0.59068)
H (-5.97219, -1.20251, 0.68890)
F (-0.39330, 1.10823, 3.39635)
C (-1.19909, -0.91596, -3.25554)
C (0.64815, 0.62117, 4.08493)
C (-2.53035, -1.10014, -3.63353)
H (-4.04957, 1.68170, -0.60753)
C (0.67338, -2.27595, 0.56148)
H (3.07662, 2.13766, -2.32043)
F (0.25938, -0.49923, 4.68784)
H (0.05210, -2.30380, -0.32560)
H (2.92697, -2.17679, 3.67156)
C (1.63131, -1.03649, 2.39872)
C (-0.18856, -1.61205, -3.92130)
H (1.27351, -4.31756, 0.38313)
C (-1.88698, 2.92476, -1.98663)
H (-3.88668, -1.95137, 1.58099)
C (-0.80814, -0.00191, -2.16001)
H (5.14869, 4.13922, -1.26464)
F (-3.11413, 3.58497, 0.67401)
C (-0.49892, -2.48317, -4.94491)
H (-3.87492, -2.10541, -4.96641)
H (2.80296, -5.42531, 1.84409)
F (-2.90205, 2.24009, -2.50730)
H (-3.31948, -0.55570, -3.13351)
F (-0.84921, 2.84556, -2.81619)
H (4.21093, 5.02348, -0.09851)
O (-0.05230, 2.34012, -0.56906)
C (-5.61595, -0.22599, 0.36966)
O (0.34456, 0.26937, -1.87295)
C (-4.11595, -0.13904, 0.38840)
N (0.05213, 0.06754, 0.84199)
C (-3.47182, 0.88779, -0.15892)
Br (-2.25819, -3.84154, -6.70004)
C (-1.22286, -0.02509, 0.64078)
C (-3.34315, -1.16008, 1.07924)
C (-1.80945, 3.38878, 0.57006)
C (-2.84751, -1.96562, -4.66136)
C (2.90819, -4.60888, 2.55526)
O (-1.90336, 0.51173, -1.54432)
F (0.98837, 1.51267, 5.00351)
H (2.51410, 0.05527, -1.24148)
C (0.77889, -1.10470, 1.29331)
C (3.18242, 0.40639, 3.86650)
C (1.82309, 0.29092, 3.11097)
H (-6.03761, 0.52266, 1.04224)
C (1.36525, -3.40715, 0.96153)
C (3.59348, 1.95064, -1.37320)
F (3.16689, -0.32752, 4.97802)
F (4.17173, -0.02256, 3.06556)
C (-1.83086, -2.65840, -5.31078)
H (0.84313, -1.46048, -3.63382)
C (-2.00876, -1.10247, 1.20908)

Values from the calculation:
total charge = +2
HOMO (spin up / spin down) = -13.598 / -13.597 eV
ΔE to the lowest compared entry with this formula, charge and spin = 31.5 kcal/mol
HOMO-LUMO gap (spin up / spin down) = 5.65 / 5.52 eV
lowest unoccupied orbital energy (spin up / spin down) = -7.9 / -8.1 eV
E = -5492.28323 Ha



Question: Among the records above, which one has the lowest E?
Answer: C30H22BrF12N2O5Re



Question: Look up the ΔE to the lowest compared entry with this formula, charge and spin of the first one.
Answer: 0.0 kcal/mol



Question: Look up the E of the second one.
Answer: -4486.79008 Ha



Question: ΔE to the lowest compared entry with this formula, charge and spin of number 1 (C30H20CrF6N2O9PS3)?
Answer: 0.0 kcal/mol